# 1
{
  "formula": "C32H63AlCl26FO3",
  "method": "ωB97M-V/def2-TZVPD",
  "elements": ["Cl", "Cl", "Cl", "Cl", "Cl", "Cl", "Cl", "Cl", "Cl", "Cl", "Cl", "Cl", "Cl", "Cl", "Cl", "Cl", "Cl", "Cl", "Cl", "Cl", "Cl", "Cl", "Cl", "Cl", "Cl", "Cl", "Al", "F", "O", "O", "O", "C", "C", "C", "C", "C", "C", "C", "C", "C", "C", "C", "C", "C", "C", "C", "C", "C", "C", "C", "C", "C", "C", "C", "C", "C", "C", "C", "C", "C", "C", "C", "C", "H", "H", "H", "H", "H", "H", "H", "H", "H", "H", "H", "H", "H", "H", "H", "H", "H", "H", "H", "H", "H", "H", "H", "H", "H", "H", "H", "H", "H", "H", "H", "H", "H", "H", "H", "H", "H", "H", "H", "H", "H", "H", "H", "H", "H", "H", "H", "H", "H", "H", "H", "H", "H", "H", "H", "H", "H", "H", "H", "H", "H", "H", "H"],
  "positions_angstrom": [[1.167327, -4.472620, 4.519198], [-3.107134, 1.049050, -0.152364], [-0.770924, 6.621898, 3.888291], [-2.904330, -2.724682, -10.822767], [4.082795, -1.086053, 5.343504], [4.374794, 1.901204, -3.309662], [0.605954, -1.565619, -8.362046], [2.786601, -5.624711, -8.435672], [3.748550, -1.133281, -9.638513], [5.061196, -3.709252, 11.970290], [5.523249, 0.482151, -0.418376], [-6.146802, 5.759202, 3.199807], [2.131695, -3.507202, 13.722261], [-1.985960, 7.179241, 7.720234], [0.539670, 0.801629, -3.456798], [-5.472102, 5.122773, 6.490997], [3.131787, -1.261245, -4.303950], [-4.815840, -1.957103, -13.840104], [3.841092, -3.242802, 7.985891], [-3.015102, 8.695694, 2.353617], [0.853389, -7.864231, 4.820218], [-5.958922, 2.315171, -1.551088], [-6.914999, -4.642192, -14.115831], [0.025169, -2.926732, -12.574738], [0.744003, -5.162284, -5.732682], [-1.311259, 6.542812, 11.011425], [1.804862, -0.484475, 2.345639], [0.761059, -1.590620, -0.188695], [-1.881574, 3.504345, 3.204622], [-0.806229, 0.510265, 3.684069], [-0.237603, 2.555321, 4.809957], [2.115507, -6.292573, -5.860209], [-6.505575, -2.058027, -13.286428], [0.892292, -0.142242, -0.478301], [2.967509, -2.676142, -9.212484], [0.211006, 1.295574, 4.128788], [-1.013819, 5.838456, 8.375356], [0.669202, 4.204163, 2.926734], [3.778609, -2.487305, 11.778835], [5.991260, 2.097818, -2.586325], [-6.865796, -3.450200, -12.792362], [3.241146, -5.735364, -6.717216], [-4.477926, 1.802153, 0.701217], [-1.932146, -1.368662, -11.445674], [-1.257417, -1.704785, -12.766193], [-1.543269, 5.345215, 9.712668], [1.797905, -0.726299, -5.357243], [-3.262400, 7.771228, 3.856629], [0.406730, -6.634892, 6.029006], [1.348464, 0.691155, -5.039704], [-1.987195, 7.656705, 4.676839], [-5.704112, 3.925176, 5.192240], [1.470311, -2.654111, -9.476904], [-5.174662, 4.418417, 3.854928], [4.187733, -2.863975, 5.290386], [1.816572, 0.922235, 3.887560], [6.465756, 0.833096, -1.888228], [-0.112810, -5.358969, 5.385496], [-0.619631, 3.419440, 3.644365], [1.975676, 0.567757, 0.569777], [-5.807915, 1.503994, 0.027245], [3.282172, -3.523697, 6.318362], [3.103880, -2.151181, 13.099353], [1.282551, -6.442156, 6.656435], [-5.165748, 3.022143, 5.494825], [1.246579, -2.339184, -10.500659], [2.475758, -6.468894, -4.842372], [3.547391, -4.739343, -6.382507], [6.674468, 2.350329, -3.402614], [1.468223, 4.373600, 3.785608], [1.611401, 1.681723, 0.728674], [0.447227, -1.349302, 2.340716], [-1.975785, -2.078837, -13.501953], [-0.371299, -7.077554, 6.657601], [4.253424, -1.592430, 11.365782], [1.145445, 0.097491, -1.603310], [-7.152253, -1.743257, -14.111416], [-4.289793, 2.878314, 0.762833], [-1.052981, 5.030361, 7.639244], [0.023712, 6.178102, 8.453110], [7.507430, 0.949661, -1.575597], [3.834319, -1.876760, 13.866835], [-1.004906, 4.442182, 10.015253], [1.738777, -7.240399, -6.256459], [-6.615531, -1.335014, -12.473057], [5.234773, -3.146880, 5.435243], [-3.658885, 6.787177, 3.588761], [-4.477799, 1.398324, 1.717969], [-5.948999, 0.429882, -0.128501], [1.052250, -3.654358, -9.329953], [3.889665, -3.168451, 4.282759], [-1.533936, 8.636639, 4.856174], [3.441459, -3.449786, -9.823432], [-2.208639, 7.201708, 5.646556], [2.252453, -3.161161, 6.240116], [0.625751, 1.028367, -5.788294], [2.190331, 1.390539, -5.040045], [-6.770058, 3.683794, 5.139287], [4.111694, -6.395317, -6.662259], [-1.201707, -1.094241, -10.678193], [-6.630041, 1.868329, 0.649964], [5.954441, 2.948040, -1.898518], [2.445706, 1.865399, 3.518699], [-0.921667, -5.565036, 4.677966], [3.274027, -4.606782, 6.165810], [-0.498610, -4.684712, 6.155820], [-0.782603, -0.809911, -13.179246], [2.167088, -0.777441, -6.385810], [0.976447, -1.441876, -5.254925], [6.403636, -0.038542, -2.547217], [-0.155865, 0.354754, -0.258000], [-4.027688, 8.301016, 4.431539], [-2.615758, -0.525687, -11.581608], [3.086195, 0.512325, 0.174087], [-7.862073, -3.437929, -12.340540], [-6.155749, -3.807007, -12.040144], [2.351158, 0.539747, 4.855461], [-2.609216, 5.103832, 9.659715], [0.245293, 5.195563, 2.470230], [1.082004, 3.442781, 2.116021], [-5.213823, 3.610322, 3.118816], [3.188170, -2.889340, -8.161898], [2.420269, -1.308206, 12.963420], [-4.137131, 4.758062, 3.932683], [3.060241, -2.861357, 11.043074], [3.017324, -1.503164, 2.426195]],
  "forces_ev_per_a": [[-0.626, -0.354, -0.624], [-0.137, 0.079, 0.027], [-0.240, 0.515, 0.343], [0.086, -0.060, 0.088], [0.303, -0.314, 0.278], [0.054, 0.080, 0.115], [-0.166, 0.048, -0.157], [-0.063, -0.438, 0.030], [0.006, 0.178, 0.014], [-0.031, -0.022, 0.024], [0.191, -0.004, -0.164], [-0.140, 0.073, -0.021], [0.004, -0.048, 0.044], [0.066, 0.014, 1.071], [-0.103, 0.268, -0.883], [0.010, 0.099, 0.033], [-0.037, -0.136, 0.047], [-0.027, 0.025, -0.141], [0.154, 0.060, 0.362], [-0.006, 0.019, -0.110], [0.052, -0.027, -0.022], [-0.022, 0.002, -0.075], [0.036, 0.010, -0.012], [-0.110, -0.121, -0.238], [0.051, -0.015, -0.104], [-0.026, 0.054, 0.023], [-0.549, 0.036, -0.572], [0.397, 2.368, -1.161], [8.021, -0.490, 3.144], [6.660, 5.500, 3.255], [-0.089, 0.575, -4.000], [0.150, -0.109, 0.027], [-0.330, -0.012, 0.160], [0.264, 1.731, 0.901], [-0.184, -0.184, 0.017], [-3.935, -4.768, -2.334], [0.218, -0.391, 0.167], [-0.952, -1.184, 0.918], [-0.217, 0.232, -0.041], [0.280, 0.044, 0.045], [0.005, 0.193, 0.244], [0.118, -0.076, 0.460], [-0.067, 0.032, 0.063], [0.142, 0.242, -0.124], [-0.299, 0.309, -0.044], [-0.031, -0.246, -0.263], [-0.127, 0.156, -0.196], [0.122, -0.179, 0.329], [-0.154, 0.250, 0.238], [0.043, 0.026, -0.279], [-0.460, 0.214, -0.152], [0.001, -0.307, -0.304], [0.260, -0.242, -0.264], [0.202, -0.303, 0.192], [-0.024, -0.224, -0.024], [-0.739, 1.501, 0.755], [0.093, 0.020, -0.064], [-0.063, -0.066, 0.090], [-4.732, 0.286, -1.835], [-0.722, -0.133, -1.164], [0.062, -0.143, 0.362], [0.040, 0.134, -0.254], [0.193, 0.270, -0.151], [-0.143, -0.008, -0.220], [0.026, 0.199, -0.128], [0.175, 0.024, 0.427], [0.025, 0.115, -0.183], [-0.178, -0.163, -0.063], [-0.075, -0.118, 0.108], [-1.693, -0.288, -2.017], [0.853, -1.974, -0.604], [0.130, 0.036, 0.269], [0.169, -0.028, 0.250], [0.067, 0.091, -0.137], [-0.082, -0.121, 0.129], [-0.256, -1.553, 2.910], [0.193, -0.165, 0.124], [-0.029, -0.201, -0.110], [-0.065, 0.086, 0.131], [-0.285, 0.011, 0.042], [-0.136, 0.094, -0.081], [-0.120, -0.170, -0.184], [-0.014, 0.182, -0.123], [0.071, 0.254, -0.016], [0.044, -0.191, -0.058], [-0.223, 0.084, 0.091], [0.210, 0.323, -0.011], [-0.015, -0.016, -0.156], [0.145, 0.245, -0.035], [0.114, 0.209, 0.052], [-0.106, 0.145, 0.094], [-0.089, -0.174, -0.118], [-0.159, 0.250, 0.085], [-0.025, 0.115, -0.922], [0.545, 0.053, 0.177], [0.107, -0.150, 0.032], [-0.139, -0.219, 0.046], [0.199, 0.181, -0.003], [-0.188, 0.047, -0.014], [-0.119, -0.160, -0.131], [0.148, 0.023, -0.067], [-0.073, -0.259, -0.065], [-1.626, -1.588, 1.015], [0.244, -0.002, 0.099], [0.106, 0.265, 0.053], [0.095, -0.144, -0.046], [-0.055, -0.115, 0.158], [-0.045, 0.132, 0.276], [0.175, 0.170, 0.080], [-0.104, 0.223, 0.103], [1.922, -1.271, -0.338], [0.159, -0.082, -0.049], [0.096, -0.160, -0.098], [-2.509, 0.379, 0.536], [0.143, 0.082, -0.127], [-0.060, 0.106, -0.246], [-1.577, 0.889, -1.595], [0.217, 0.161, -0.029], [1.134, -2.332, 0.616], [-0.832, 1.712, 1.670], [0.021, 0.106, 0.187], [-0.075, 0.161, -0.245], [0.097, -0.160, -0.077], [-0.202, -0.173, 0.008], [0.154, 0.008, 0.204], [0.637, -0.222, 0.233]],
  "lowdin_charge": [0.642, 0.570, 0.659, 0.527, 0.577, 0.554, 0.593, 0.618, 0.542, 0.526, 0.592, 0.560, 0.526, 0.630, 0.642, 0.527, 0.528, 0.551, 0.527, 0.537, 0.530, 0.523, 0.532, 0.584, 0.550, 0.526, 0.240, -0.198, -0.041, -0.068, -0.076, -0.657, -0.653, -0.259, -0.721, -0.284, -0.613, -0.068, -0.677, -0.657, -0.662, -0.625, -0.679, -0.659, -0.647, -0.660, -0.694, -0.670, -0.665, -0.639, -0.677, -0.649, -0.677, -0.651, -0.645, -0.208, -0.660, -0.622, -0.304, -0.269, -0.669, -0.746, -0.670, 0.064, 0.078, -0.013, 0.076, 0.070, 0.067, 0.103, 0.038, -0.066, 0.031, 0.069, 0.075, -0.031, 0.069, 0.064, 0.082, 0.076, 0.066, 0.067, 0.074, 0.068, 0.075, 0.068, 0.010, 0.072, 0.068, 0.045, 0.048, 0.070, 0.039, -0.072, 0.017, 0.069, 0.032, 0.067, 0.074, 0.037, 0.065, 0.069, 0.064, 0.072, 0.040, 0.078, 0.077, 0.010, 0.059, 0.066, 0.082, 0.076, 0.070, -0.029, 0.073, 0.065, -0.018, 0.069, 0.011, 0.090, 0.060, 0.042, 0.071, 0.044, 0.051, -0.104],
  "charge": -1,
  "de_lowest_kj_mol": 453.43,
  "e_lumo_ev": 1.549,
  "homo_lumo_gap_ev": 6.4
}

=====

# 2
{
  "formula": "C4H7NO",
  "method": "ωB97M-V/def2-TZVPD",
  "elements": ["O", "N", "C", "C", "C", "C", "H", "H", "H", "H", "H", "H", "H"],
  "positions_angstrom": [[1.870210, 1.186883, 0.303665], [-0.187859, 1.163595, -0.477085], [-0.844463, -0.933797, 0.064659], [0.991783, 0.484216, -0.491134], [-1.217485, 0.518266, 0.057907], [0.686286, -0.931160, -0.072819], [1.163258, -1.215798, 0.877492], [-0.148685, 2.172543, -0.565602], [-1.241900, -1.379136, -0.851621], [-1.216321, -1.502369, 0.917200], [1.025506, -1.636761, -0.829144], [-2.218854, 0.898092, -0.077174], [1.338526, 1.175428, 1.143653]],
  "forces_ev_per_a": [[0.268, 0.020, 1.034], [-0.011, 0.544, 0.096], [-0.405, -0.285, -0.148], [0.036, 0.099, -0.477], [-0.684, -0.429, -0.299], [0.134, -0.369, -0.087], [0.117, 0.371, -0.167], [-0.082, -0.188, -0.050], [-0.179, -0.166, 0.044], [-0.157, 0.066, -0.090], [-0.034, -0.153, 0.166], [-0.132, -0.005, 0.113], [1.127, 0.495, -0.136]],
  "lowdin_charge": [-0.017, 0.028, -0.175, -0.403, -0.104, -0.127, 0.114, 0.163, 0.110, 0.102, 0.101, 0.098, 0.110],
  "de_lowest_kj_mol": 356.59,
  "e_lumo_ev": [0.881, 0.732],
  "homo_lumo_gap_ev": [8.1, 7.5]
}